Below is a 3-piece molecular cluster, C26H57N7O6P3 overall, with properties calculated with ωB97M-V/def2-TZVPD.

Each line ends with the Löwdin charge.
Atoms and positions in Å:
1 C 3.9110 -3.5929 -1.6192  -0.134
2 C 2.9600 -3.8031 -2.9273  -0.247
3 C 3.5402 -3.0748 -4.2474  -0.174
4 C 2.8737 -3.8566 -5.5151  -0.207
5 O 1.4822 -4.0189 -5.1894  -0.207
6 N 0.9477 -5.1647 -5.7397  -0.065
7 C -0.3281 -5.5425 -5.0112  -0.467
8 C -1.4446 -4.4372 -5.3335  -0.165
9 C -2.6486 -4.3616 -4.2914  -0.150
10 C -2.7320 -3.0534 -3.4226  -0.015
11 C -3.8603 -2.9646 -2.3671  -0.090
12 C -4.8743 -4.1243 -2.1705  -0.100
13 C -4.7840 -5.3871 -3.0852  -0.089
14 C -3.6721 -5.5182 -4.1522  -0.034
15 C 0.0705 -5.6831 -3.4648  -0.553
16 O 0.7019 -6.7679 -3.1375  -0.126
17 O -0.1488 -4.7518 -2.4799  -0.158
18 P -0.8955 -7.1808 -5.8273  0.946
19 C -1.6179 -8.3681 -4.5447  -0.302
20 O 0.4910 -8.0375 -6.4540  -0.377
21 H 4.8329 -4.2688 -1.6985  0.064
22 H 3.2758 -3.9064 -0.7228  0.070
23 H 4.1672 -2.4803 -1.5917  0.063
24 H 1.9789 -3.2604 -2.6657  0.106
25 H 2.7997 -4.9251 -3.1158  0.112
26 H 4.6825 -3.0721 -4.3117  0.105
27 H 3.0838 -2.0196 -4.2615  0.109
28 H 3.4624 -4.8315 -5.6155  0.121
29 H 3.0542 -3.2625 -6.4850  0.115
30 H 1.6005 -5.9331 -5.4544  0.102
31 H -0.9934 -3.4043 -5.5010  0.113
32 H -1.9169 -4.7418 -6.3477  0.092
33 H -1.9769 -2.1969 -3.5658  0.106
34 H -3.9150 -2.0282 -1.6983  0.073
35 H -5.7105 -4.1278 -1.3826  0.072
36 H -5.5360 -6.2436 -2.9542  0.075
37 H -3.5494 -6.4106 -4.8483  0.064
38 H -2.6903 -8.6034 -4.8533  0.022
39 H -1.5219 -7.9804 -3.4652  0.055
40 H -1.0032 -9.3443 -4.5734  0.051
41 H 0.9820 -7.4496 -7.0724  0.031
42 O -2.3654 0.9236 0.1665  -0.304
43 P -2.6836 0.3100 1.5453  0.782
44 N -2.4209 1.8181 2.3298  -0.307
45 C -1.7402 2.1202 3.5701  -0.129
46 C -3.4610 2.8195 2.0892  -0.142
47 N -1.2432 -0.6591 1.5146  -0.337
48 C 0.0277 -0.1827 2.0441  -0.148
49 C -0.9474 -1.2513 0.1949  -0.137
50 N -3.0954 -0.4412 3.0923  -0.315
51 C -4.4443 -0.1673 3.5758  -0.148
52 C -2.2670 -1.0947 4.0800  -0.126
53 H -2.3711 1.9439 4.4502  0.076
54 H -1.4340 3.1718 3.5942  0.068
55 H -0.8108 1.5744 3.6982  0.052
56 H -4.3558 2.6136 2.6882  0.063
57 H -3.7577 2.8378 1.0373  0.070
58 H -3.1155 3.8308 2.3258  0.072
59 H 0.3130 0.7936 1.6274  0.084
60 H 0.8353 -0.8929 1.8344  0.086
61 H 0.0190 -0.1248 3.1319  0.045
62 H -0.4658 -0.5318 -0.4778  0.078
63 H -1.8598 -1.6076 -0.2866  0.055
64 H -0.2825 -2.1144 0.2945  0.088
65 H -4.4519 0.6687 4.2844  0.073
66 H -4.8867 -1.0409 4.0635  0.078
67 H -5.1064 0.0893 2.7440  0.072
68 H -1.6392 -0.3893 4.6294  0.067
69 H -1.6404 -1.8747 3.6441  0.087
70 H -2.8738 -1.6103 4.8336  0.080
71 O 0.5493 5.2577 4.1517  -0.305
72 P 1.9329 5.5919 3.5574  0.785
73 N 2.0248 7.0590 4.4503  -0.313
74 C 2.4958 8.3671 4.0519  -0.133
75 C 2.2308 6.8844 5.8894  -0.142
76 N 1.2765 5.8281 1.9663  -0.337
77 C 0.8045 7.1264 1.5024  -0.146
78 C 0.2366 4.8506 1.5991  -0.149
79 N 3.5409 5.8774 2.8812  -0.315
80 C 4.6533 5.5704 3.7744  -0.144
81 C 3.9574 6.5723 1.6839  -0.124
82 H 3.5888 8.4513 4.0916  0.075
83 H 2.0853 9.1389 4.7120  0.087
84 H 2.1633 8.6630 3.0621  0.050
85 H 3.2736 6.6315 6.1127  0.065
86 H 1.5990 6.0857 6.2861  0.071
87 H 1.9693 7.7867 6.4510  0.078
88 H 0.0819 7.5789 2.1956  0.091
89 H 0.3298 7.0469 0.5181  0.085
90 H 1.6263 7.8200 1.3304  0.046
91 H -0.7387 5.1089 2.0289  0.070
92 H 0.5039 3.8492 1.9425  0.065
93 H 0.1203 4.7944 0.5124  0.085
94 H 5.0060 6.4678 4.2950  0.074
95 H 5.4959 5.1263 3.2366  0.080
96 H 4.3501 4.8394 4.5293  0.074
97 H 3.8392 7.6550 1.7685  0.069
98 H 3.4315 6.2183 0.7956  0.086
99 H 5.0183 6.3995 1.4695  0.083

## Properties
E_LUMO = 0.03 eV
frontier orbital gap = 4.21 eV
charge = -1
E_HOMO = -4.2 eV
energy above the lowest of the compared OMol25 structures with the same formula, charge and spin = 0.0 kJ/mol